*i*
The following is a DFT calculation (the ωB97M-V functional and the def2-TZVPD basis) of an isolated molecule of C4H9NO2.

HOMO level, eV: -9.631
Frontier orbital gap, eV: 10.6
Net charge: 0

Last column: natural (NBO) charge in e.
Geometry (Å):
C: 1.95988 0.29326 -0.20959  -0.2534
O: 1.31565 -0.43267 0.81341  -0.5275
C: 0.07896 0.14085 1.17880  -0.1347
C: -0.98012 -0.14307 0.13523  0.2122
C: -1.28711 -1.55751 -0.27791  -0.6571
N: -1.51664 0.72972 -0.62045  -0.1484
O: -1.02132 2.02685 -0.41233  -0.5919
H: 2.96074 -0.13013 -0.32524  0.1958
H: 1.42616 0.22249 -1.17027  0.1636
H: 2.04827 1.35879 0.05054  0.1710
H: 0.18705 1.22099 1.31136  0.2027
H: -0.20914 -0.30607 2.13566  0.2031
H: -0.88649 -2.30360 0.40790  0.2222
H: -0.80817 -1.69652 -1.25066  0.2307
H: -2.35815 -1.71013 -0.43345  0.2372
H: -0.90956 2.28676 -1.33301  0.4745

---

*ii*
The following is a DFT calculation (the ωB97M-V functional and the def2-TZVPD basis) of a structure of composition C4H9NO2.

HOMO level (alpha / beta), eV: -8.156 / -8.156
Frontier orbital gap (alpha / beta), eV: 8.7 / 8.7
Net charge: 0

Last column: natural (NBO) charge in e.
Geometry (Å):
C: -0.51847 -1.30697 0.82033  -0.1833
O: -0.10476 -0.27081 1.63688  -0.6128
C: 0.97205 1.13050 0.48803  -0.3261
C: 0.26143 0.60735 -0.56940  0.1081
N: 0.44423 -0.64969 -0.99225  -0.1604
O: 1.73078 -1.10173 -0.63778  -0.5989
C: -1.05353 1.20474 -0.99753  -0.6470
H: -0.67668 -1.23431 2.10818  0.4397
H: -1.51208 -1.27235 0.37537  0.1932
H: 0.12515 -2.16927 0.67985  0.2061
H: 1.93127 0.71550 0.76799  0.2278
H: 0.71784 2.11335 0.87618  0.2049
H: 1.85248 -1.84142 -1.24622  0.4750
H: -0.92530 2.23560 -1.34234  0.2269
H: -1.75681 1.21997 -0.15534  0.2177
H: -1.48761 0.61953 -1.81195  0.2291

---

*iii*
The following is a DFT calculation (the ωB97M-V functional and the def2-TZVPD basis) of a structure of composition C4H9NO2.

HOMO level, eV: -9.038
Frontier orbital gap, eV: 9.9
Net charge: 0

Last column: natural (NBO) charge in e.
Geometry (Å):
C: -0.12676 -1.47650 1.18909  -0.6128
C: -0.01145 -0.13256 0.48282  -0.0895
C: 1.40182 0.06086 -0.11688  -0.0576
O: 1.74142 1.39313 -0.39028  -0.7239
N: -1.06754 -0.02242 -0.54754  -0.8063
C: -1.56732 1.56326 -1.44608  0.3957
O: -0.75763 2.37233 -1.24564  -0.5892
H: -1.14839 -1.62240 1.54843  0.2174
H: 0.55760 -1.54657 2.03765  0.2173
H: 0.10999 -2.29503 0.49723  0.2040
H: -0.15373 0.69025 1.19107  0.2112
H: 2.14707 -0.29421 0.61076  0.1837
H: 1.50433 -0.58340 -1.00918  0.1514
H: 0.99133 1.81945 -0.83175  0.4883
H: -1.09021 -0.79309 -1.20438  0.3855
H: -2.06870 0.33682 -0.46617  0.4248

---

*iv*
The following is a DFT calculation (the ωB97M-V functional and the def2-TZVPD basis) of a cluster of 2 separate species, C4H9NO2 in total.

HOMO level, eV: -10.004
Frontier orbital gap, eV: 11.0
Net charge: 0

Last column: natural (NBO) charge in e.
Geometry (Å):
C: 2.16047 0.02176 -0.72661  -0.2680
O: 1.17832 0.97348 -0.19728  -0.5208
C: 0.32384 0.47724 0.75526  0.8268
C: -0.68139 1.52871 1.49796  -0.7307
O: 0.42052 -0.65200 1.16500  -0.6221
H: 2.86641 0.51372 -1.43290  0.1974
H: 2.66080 -0.41721 0.13597  0.1933
H: 1.60588 -0.76721 -1.23091  0.2166
H: -0.30596 2.52604 1.29764  0.2249
H: -1.79945 1.66530 1.40518  0.2460
H: -0.58526 1.37032 2.58552  0.2336
C: -1.65584 -1.51274 -0.77706  -0.0416
N: -0.88683 -1.00850 -1.65271  -0.6204
H: -1.30646 -1.57653 0.25285  0.1892
H: -2.60603 -2.01354 -0.98105  0.1412
H: -1.29136 -1.05886 -2.59144  0.3345

---

*iv* is preferred energetically. Next in line: 0.0237 hartree higher.

---

*i*
The following is a DFT calculation (the ωB97M-V functional and the def2-TZVPD basis) of an isolated molecule of C4H9NO2.

HOMO level, eV: -9.609
Frontier orbital gap, eV: 10.4
Net charge: 0

Last column: natural (NBO) charge in e.
Geometry (Å):
C: -2.02354 -0.22326 -0.39967  -0.6653
C: -0.53500 0.18898 -0.63444  0.1023
O: -0.39604 1.51275 -0.13506  -0.7295
C: 0.38091 -0.81131 0.07492  -0.5277
C: 1.85743 -0.49336 0.32784  0.6775
N: 2.09989 0.72198 0.88922  -0.8331
O: 2.72533 -1.33254 0.14755  -0.6156
H: -2.25704 -0.37962 0.66816  0.2137
H: -2.18518 -1.15780 -0.92650  0.2315
H: -2.77870 0.49131 -0.77938  0.2148
H: -0.32958 0.20387 -1.71376  0.1719
H: -1.33150 1.60426 0.06888  0.4798
H: -0.05198 -1.00193 1.06490  0.2227
H: 0.36183 -1.74488 -0.49030  0.2391
H: 3.06589 0.97738 1.03420  0.3987
H: 1.39729 1.44418 0.80344  0.4191

---

*ii*
The following is a DFT calculation (the ωB97M-V functional and the def2-TZVPD basis) of a cluster of 2 separate species, C4H9NO2 in total.

HOMO level, eV: -8.761
Frontier orbital gap, eV: 9.7
Net charge: 0

Last column: natural (NBO) charge in e.
Geometry (Å):
N: 2.15582 -2.18468 1.69062  -0.8171
C: 1.54823 -1.16753 1.08039  0.2537
O: 0.31020 -1.08124 1.59559  -0.7209
C: 0.41191 1.62294 -0.07910  -0.3912
C: -0.87375 1.41334 -0.35871  -0.2215
C: -1.37034 0.39876 -1.34802  -0.1063
O: -2.16090 1.08765 -2.30141  -0.7145
H: 1.72046 -2.74647 2.41783  0.3778
H: 3.10650 -2.39745 1.44317  0.3962
H: 0.71856 2.36781 0.65223  0.2048
H: 1.20114 1.03306 -0.53901  0.2194
H: -0.09523 -0.31101 1.16623  0.5088
H: -1.64787 2.00895 0.12446  0.2057
H: -0.51555 -0.11646 -1.81353  0.1702
H: -1.97434 -0.36293 -0.82548  0.1656
H: -2.53484 0.43526 -2.90525  0.4691

---

*i* is preferred energetically. Next in line: 0.0933 hartree higher.

---

*i*
The following is a DFT calculation (the ωB97M-V functional and the def2-TZVPD basis) of an isolated molecule of C4H9NO2.

HOMO level, eV: -9.636
Frontier orbital gap, eV: 10.4
Net charge: 0

Last column: natural (NBO) charge in e.
Geometry (Å):
C: 1.01921 0.80591 -1.76127  -0.6635
C: 0.22659 -0.25310 -0.94216  0.0983
O: 1.17961 -0.99387 -0.18836  -0.7304
C: -0.75627 0.46370 -0.01944  -0.5242
C: -1.66561 -0.35896 0.89433  0.6754
N: -1.03306 -1.30007 1.64502  -0.8323
O: -2.85829 -0.12269 0.98816  -0.6158
H: 1.36858 1.63285 -1.12084  0.2134
H: 0.35497 1.21017 -2.51851  0.2318
H: 1.91366 0.42738 -2.29340  0.2153
H: -0.29202 -0.94929 -1.61652  0.1755
H: 1.93106 -0.50394 -0.52297  0.4774
H: -0.16262 1.12512 0.62672  0.2238
H: -1.41319 1.07813 -0.63591  0.2369
H: -1.59535 -1.88373 2.24728  0.4012
H: -0.07222 -1.54283 1.45438  0.4171

---

*ii*
The following is a DFT calculation (the ωB97M-V functional and the def2-TZVPD basis) of an isolated molecule of C4H9NO2.

HOMO level, eV: -9.752
Frontier orbital gap, eV: 10.7
Net charge: 0

Last column: natural (NBO) charge in e.
Geometry (Å):
C: -0.15793 -2.32885 0.47373  -0.6266
C: 0.54070 -1.62083 -0.69714  -0.2199
N: 0.00656 -0.30322 -0.99512  -0.6307
C: 0.23337 0.72117 -0.12803  0.8785
O: 1.02328 0.69765 0.79446  -0.6543
O: -0.53912 1.78639 -0.43966  -0.5230
C: -0.37137 2.90398 0.42726  -0.2550
H: -0.93244 -3.02447 0.13649  0.2031
H: 0.56226 -2.89155 1.07407  0.2171
H: -0.62376 -1.59575 1.13722  0.2189
H: 1.60336 -1.49290 -0.47681  0.2156
H: 0.46372 -2.21338 -1.61453  0.1990
H: -0.79003 -0.21151 -1.60514  0.4012
H: -1.05327 3.66881 0.05398  0.1919
H: -0.62475 2.63829 1.45712  0.1910
H: 0.65943 3.26615 0.40208  0.1931

---

*iii*
The following is a DFT calculation (the ωB97M-V functional and the def2-TZVPD basis) of a cluster of 2 separate species, C4H9NO2 in total.

HOMO level, eV: -9.617
Frontier orbital gap, eV: 10.6
Net charge: 0

Last column: natural (NBO) charge in e.
Geometry (Å):
C: 2.14696 -0.42323 -1.25453  -0.4054
N: 1.01878 0.00444 -0.46622  -0.6251
C: 1.09903 0.94950 0.49072  0.5332
O: 0.21154 1.29849 1.25229  -0.6504
H: 2.36599 -1.48213 -1.07396  0.1992
H: 1.94982 -0.28084 -2.32214  0.1978
H: 3.02295 0.16943 -0.97463  0.2016
H: 0.15790 -0.53013 -0.57198  0.4242
H: 2.09304 1.42527 0.53387  0.0984
C: -2.15176 0.48603 0.62553  -0.6981
C: -1.67731 -0.91194 0.65393  0.4693
O: -1.24086 -1.52922 -0.30045  -0.5867
H: -2.14035 0.99520 1.59101  0.2525
H: -1.74610 1.12030 -0.16522  0.2421
H: -3.17397 0.14919 0.39453  0.2297
H: -1.93565 -1.44036 1.58726  0.1179

---

*ii* is preferred energetically. Next in line: 0.0067 hartree higher.

---

*i*
The following is a DFT calculation (the ωB97M-V functional and the def2-TZVPD basis) of an isolated molecule of C4H9NO2.

HOMO level, eV: -9.719
Frontier orbital gap, eV: 10.7
Net charge: 0

Last column: natural (NBO) charge in e.
Geometry (Å):
C: -2.18931 0.73488 1.01243  -0.6249
C: -1.69485 -0.51049 0.26630  -0.2230
N: -0.59291 -0.25833 -0.64360  -0.6313
C: 0.69164 -0.31472 -0.19888  0.8792
O: 1.03519 -0.67261 0.90972  -0.6571
O: 1.55203 0.06499 -1.17273  -0.5238
C: 2.92521 -0.02092 -0.79739  -0.2550
H: -1.38155 1.46219 1.11984  0.2167
H: -3.02491 1.21625 0.49555  0.2032
H: -2.52337 0.47241 2.02073  0.2165
H: -1.33693 -1.26141 0.97303  0.2252
H: -2.51789 -0.96477 -0.29573  0.1953
H: -0.75319 0.16692 -1.54192  0.4022
H: 3.48882 0.38522 -1.63867  0.1916
H: 3.11221 0.56223 0.10779  0.1951
H: 3.20980 -1.06184 -0.61647  0.1900

---

*ii*
The following is a DFT calculation (the ωB97M-V functional and the def2-TZVPD basis) of a cluster of 3 separate species, C4H9NO2 in total.

HOMO level (alpha / beta), eV: -7.281 / -7.280
Frontier orbital gap (alpha / beta), eV: 8.0 / 8.0
Net charge: 0

Last column: natural (NBO) charge in e.
Geometry (Å):
C: -0.47763 -0.49534 0.81983  -0.1843
C: 1.47095 0.66241 0.63303  -0.1788
C: -0.52444 0.60529 0.01785  0.0978
N: 2.26447 -0.04201 -0.27194  -0.8431
C: -0.93098 1.49914 -0.83195  -0.4528
O: -2.25765 -1.03649 0.27581  -0.4855
O: -1.98770 -2.29693 -0.39388  -0.5270
H: -2.59193 -2.25046 -1.14534  0.4513
H: 2.10246 0.15042 -1.25012  0.3933
H: 2.66335 -0.91726 0.03516  0.3915
H: -0.66391 -0.38237 1.88345  0.2404
H: -0.00367 -1.39453 0.43681  0.2504
H: 1.49490 1.74271 0.51131  0.1909
H: 1.66256 0.40437 1.67008  0.2043
H: -0.29453 2.32116 -1.14015  0.2107
H: -1.92627 1.42987 -1.24995  0.2409

---

*iii*
The following is a DFT calculation (the ωB97M-V functional and the def2-TZVPD basis) of an isolated molecule of C4H9NO2.

HOMO level, eV: -8.206
Frontier orbital gap, eV: 9.0
Net charge: 0

Last column: natural (NBO) charge in e.
Geometry (Å):
C: 2.02928 0.17096 -0.53117  -0.6025
C: 1.04510 -0.42297 0.48064  -0.4211
C: -0.35649 0.08237 0.27513  -0.0624
N: -0.70929 1.46541 0.46602  -0.8509
C: -1.33192 -0.72038 -0.13884  0.5781
O: -2.67099 -0.29610 -0.34973  -0.7496
O: -1.40620 -2.03149 -0.34109  -0.6725
H: 3.02666 -0.23670 -0.37443  0.2096
H: 2.08001 1.25598 -0.43299  0.1938
H: 1.71527 -0.06601 -1.54716  0.2074
H: 1.37182 -0.17058 1.49593  0.1942
H: 1.03217 -1.50897 0.38735  0.2232
H: -0.26388 2.05153 -0.23587  0.3618
H: -0.35344 1.78837 1.36254  0.3612
H: -2.74140 0.59579 0.03285  0.5152
H: -2.46671 -1.95722 -0.54918  0.5146

---

*iv*
The following is a DFT calculation (the ωB97M-V functional and the def2-TZVPD basis) of an isolated molecule of C4H9NO2.

HOMO level, eV: -9.873
Frontier orbital gap, eV: 10.8
Net charge: 0

Last column: natural (NBO) charge in e.
Geometry (Å):
C: 2.44037 0.53307 -0.48701  -0.6267
C: 1.15220 0.23456 -1.24972  -0.2171
N: 0.17336 -0.56229 -0.48981  -0.6348
C: -0.55992 0.00222 0.53204  0.8879
O: -0.52731 1.18454 0.79139  -0.6293
O: -1.38147 -0.88546 1.17646  -0.5409
C: -2.75886 -0.48343 1.18870  -0.2538
H: 3.03887 -0.37215 -0.32607  0.1993
H: 3.06904 1.24446 -1.03508  0.2155
H: 2.18958 0.97024 0.48146  0.2254
H: 0.64679 1.15499 -1.53922  0.2142
H: 1.39063 -0.30909 -2.17795  0.1947
H: 0.47913 -1.50747 -0.41866  0.3934
H: -3.30597 -1.18124 1.82792  0.1961
H: -2.89601 0.53780 1.55732  0.2002
H: -3.15043 -0.56074 0.16823  0.1761

---

*i* is preferred energetically. Next in line: 0.0118 hartree higher.